(1)
The following is a DFT calculation (ωB97M-V/def2-TZVPD) of a cluster of 6 separate species, C24H42ClFIN2O7 in total in a non-equilibrium geometry.

Last column: Löwdin charge in e.
Cartesian coordinates (Å):
H  -3.58  -3.70  0.19  0.110
H  -4.50  -4.82  2.24  0.081
C  -2.34  0.12  -0.43  -0.036
C  2.25  -3.87  -0.66  -0.094
C  1.50  1.71  -1.37  -0.137
C  7.67  -2.31  0.03  -0.315
C  -2.09  0.07  -1.79  -0.165
H  -4.24  -2.50  1.32  0.104
N  0.94  3.76  -0.34  0.094
H  -3.41  -3.86  3.25  0.053
H  5.59  -2.47  0.58  0.055
H  8.60  -2.87  0.16  0.112
F  -1.63  2.92  -2.64  0.160
H  -6.31  -2.93  5.40  0.110
C  -0.56  9.98  -2.11  -0.091
H  2.15  -3.43  0.34  0.075
H  -0.93  9.35  -1.30  0.061
C  -4.72  -2.45  6.79  -0.092
C  -0.54  2.80  -1.97  -0.225
H  7.48  -2.19  -1.03  0.109
I  -1.41  5.47  -0.79  1.064
O  7.84  -1.00  0.58  -0.092
O  -0.05  -4.64  -0.60  -0.086
C  6.52  -3.04  0.70  -0.090
C  -0.14  3.81  -1.04  -0.634
H  6.38  -4.03  0.28  0.076
H  -2.05  9.39  -3.56  0.109
C  2.45  0.56  -1.57  -0.517
C  -4.33  0.79  -2.20  -0.063
O  -0.44  8.11  -3.65  -0.104
H  -0.79  7.56  -2.95  -0.010
H  -1.51  -3.24  1.09  0.064
H  -5.10  1.06  -2.92  0.118
H  -2.90  0.32  -3.74  0.136
H  -0.95  10.99  -1.97  0.077
H  5.53  0.43  0.14  0.074
H  -5.03  -4.81  5.79  0.087
H  3.23  0.93  0.49  0.105
C  1.30  -5.04  -0.81  -0.303
H  2.58  2.69  -0.03  0.184
H  -0.25  -3.96  -1.26  0.065
O  -2.20  -2.58  1.22  -0.106
H  -4.86  -2.23  4.65  0.106
H  -5.55  1.21  -0.51  0.117
H  3.29  -4.18  -0.81  0.072
H  -3.78  0.55  1.10  0.121
H  -3.63  -2.44  6.82  0.076
O  -4.71  -4.20  5.12  -0.101
C  -0.96  9.43  -3.46  -0.314
H  -1.57  -0.15  0.29  0.122
C  -3.46  -3.25  1.18  -0.309
O  -0.31  -1.43  -2.26  0.196
C  0.31  1.72  -2.13  -0.144
C  -5.21  -2.91  5.43  -0.318
C  -3.57  0.51  0.04  -0.062
C  -3.11  0.40  -2.68  -0.029
H  2.01  -3.08  -1.39  0.056
H  5.35  -0.07  -1.51  0.070
H  1.90  -0.37  -1.74  0.092
H  -0.57  10.05  -4.26  0.115
H  -5.06  -3.14  7.57  0.074
C  3.49  0.34  -0.41  -0.224
C  4.96  0.63  -0.77  -0.135
H  3.42  -0.72  -0.14  0.105
H  5.15  1.67  -1.03  0.073
H  -5.10  -1.45  7.03  0.074
Cl  3.28  0.91  -3.14  0.741
C  -4.58  0.87  -0.84  -0.051
O  0.03  0.71  -2.97  0.090
H  6.69  -3.14  1.77  0.077
H  8.02  -1.10  1.52  0.083
C  -3.54  -4.31  2.26  -0.084
H  0.53  10.01  -2.02  0.078
N  1.71  2.72  -0.56  0.114
C  -0.75  -0.32  -2.32  -0.311
H  -2.75  -5.05  2.14  0.080
H  1.39  -5.48  -1.81  0.114
H  1.53  -5.81  -0.07  0.116

Calculated values
Charge   +1
LUMO energy   -4.67 eV
Strongest force on any atom   1.84 eV Å⁻¹
HOMO energy   -11.805 eV
Multiplicity   1
Kohn-Sham gap   7.139 eV
E   -66213.1840 eV

***

(2)
The following is a DFT calculation (ωB97M-V/def2-TZVPD) of a structure of composition C24H42N2O14S2 in a non-equilibrium geometry.

Last column: Löwdin charge in e.
Cartesian coordinates (Å):
C  -11.69  19.06  20.95  -0.133
O  -6.08  18.25  22.61  0.046
H  -10.20  22.56  23.61  0.071
O  -10.54  15.84  21.65  -0.029
H  -13.02  22.66  25.30  0.068
O  -8.40  15.44  21.01  -0.023
C  -13.74  20.94  22.04  -0.253
O  -11.94  20.15  23.03  -0.674
O  -9.48  21.34  18.42  0.074
O  -11.49  21.12  19.23  -0.064
C  -9.27  17.75  17.95  -0.148
H  -12.91  23.74  21.55  0.067
H  -7.80  13.61  23.15  0.136
H  -12.46  19.09  23.52  -0.090
H  -9.59  14.58  19.58  0.130
C  -10.35  21.69  19.47  -0.479
H  -10.21  22.23  25.40  0.052
H  -6.49  14.79  21.32  0.149
H  -12.49  21.00  20.34  0.046
C  -14.51  16.85  24.15  -0.575
H  -9.30  18.02  16.90  0.098
C  -10.40  21.84  24.40  -0.144
C  -14.10  18.87  24.94  -0.177
H  -8.18  12.37  22.04  0.145
H  -13.90  21.53  22.94  0.022
C  -8.15  13.46  22.12  -0.142
H  -8.39  18.19  18.41  0.106
C  -5.69  18.69  21.37  -0.445
C  -7.47  14.36  21.11  -0.031
H  -7.29  19.39  23.89  0.141
H  -9.00  16.95  22.36  0.067
S  -10.20  18.10  20.55  1.060
C  -7.32  18.70  23.05  -0.141
H  -9.63  19.28  18.00  -0.009
H  -11.86  21.76  21.77  0.099
O  -13.47  17.23  23.46  0.075
H  -8.25  20.38  21.92  0.149
C  -7.78  19.41  21.74  -0.171
C  -12.82  18.31  24.18  -0.145
O  -14.97  15.72  24.03  0.135
H  -9.79  20.35  16.61  0.148
O  -9.37  19.03  19.71  -0.577
O  -6.64  19.57  20.91  0.091
H  -11.90  20.64  17.05  0.143
H  -12.76  23.11  23.71  0.073
C  -13.16  23.05  20.75  -0.039
C  -9.51  15.15  21.60  -0.586
N  -15.78  19.68  21.14  0.156
C  -12.76  21.64  21.17  -0.249
H  -7.39  13.93  20.11  0.140
O  -10.10  22.53  20.36  0.102
H  -11.80  20.06  20.51  0.020
O  -4.55  18.53  20.85  0.089
C  -9.98  20.27  17.68  -0.188
C  -13.16  22.28  24.29  -0.205
C  -9.91  15.61  19.39  -0.244
H  -11.73  19.31  22.01  -0.030
H  -9.17  18.72  22.69  0.037
H  -14.24  23.12  20.57  0.083
H  -13.29  20.05  22.47  0.058
C  -9.64  17.82  22.28  -0.221
C  -14.90  20.25  21.57  -0.224
H  -9.62  16.19  20.27  0.001
C  -9.16  16.16  18.12  -0.113
C  -11.39  15.70  19.41  -0.196
H  -9.52  15.73  17.18  0.102
H  -10.50  17.43  22.82  0.091
H  -8.09  16.02  18.17  0.102
O  -14.92  17.82  24.95  0.091
H  -14.20  22.05  24.06  0.070
H  -7.91  17.78  23.07  0.087
H  -12.60  23.31  19.85  0.075
C  -11.45  20.33  17.99  -0.020
N  -12.58  15.64  19.44  0.173
H  -11.83  19.33  18.21  0.137
H  -10.10  18.22  18.47  0.011
H  -9.58  21.12  24.41  0.036
H  -13.76  18.98  25.97  0.133
H  -12.04  17.80  24.74  0.139
S  -12.02  20.81  24.39  1.108
H  -12.54  18.46  20.64  0.094
H  -14.49  19.74  24.41  0.116
O  -9.43  13.92  22.22  0.098
H  -8.49  18.72  21.28  0.019

Calculated values
Energy above the lowest of the compared OMol25 structures with the same formula, charge and spin   469.9 kcal per mole
LUMO energy   -0.43 eV
Strongest force on any atom   8.93 eV Å⁻¹
HOMO energy   -8.804 eV
Multiplicity   1
Kohn-Sham gap   8.370 eV
E   -78860.8994 eV

***

(3)
The following is a DFT calculation (ωB97M-V/def2-TZVPD) of a structure of composition C24H43FeN2P3S in a non-equilibrium geometry.

Last column: Löwdin charge in e.
Cartesian coordinates (Å):
C  -0.61  -0.34  3.47  -0.205
C  0.52  -3.23  2.25  -0.222
N  -4.18  0.22  0.84  0.175
C  -3.02  -1.68  0.76  -0.199
H  1.39  -3.03  -2.63  0.031
H  -5.91  -3.95  1.98  0.131
H  -2.62  1.57  0.37  0.107
C  2.15  4.46  -0.05  -0.058
H  4.27  4.67  -0.45  0.145
H  -1.52  -0.86  3.10  0.040
H  2.02  5.38  0.55  0.151
H  -0.95  2.40  2.29  0.057
H  3.10  6.40  -1.36  0.048
H  -1.14  0.76  -3.50  0.052
H  -3.69  -4.90  1.63  0.129
H  2.31  -1.51  -2.54  0.044
H  -0.12  -0.22  -4.55  0.075
C  3.54  2.76  -1.14  0.021
H  0.76  0.44  -0.55  -0.047
H  -1.78  -3.47  0.91  0.042
C  -5.12  -3.29  1.64  -0.020
H  2.43  0.97  -1.77  0.102
P  0.77  -2.57  0.55  0.784
C  -4.29  -1.17  0.96  -0.175
H  3.00  6.10  -3.20  0.075
H  0.61  2.72  1.55  0.007
P  -0.07  -1.07  -2.28  0.747
H  -0.92  0.47  4.15  0.069
C  2.38  1.98  -1.37  -0.056
C  0.11  2.14  2.33  -0.230
P  0.35  0.34  2.05  0.795
H  -0.02  -1.08  4.05  0.058
H  0.60  -4.07  -1.42  0.024
N  -2.15  -0.57  0.47  -0.061
C  2.49  6.32  -2.26  -0.075
C  1.18  6.61  -2.18  -0.061
C  -3.84  -3.83  1.45  -0.027
C  3.40  4.01  -0.51  0.006
H  1.38  -1.93  -4.02  0.075
H  -1.51  -3.04  -2.12  0.038
C  -2.77  -3.04  1.02  -0.028
C  2.61  -2.61  0.42  -0.203
H  -2.46  -1.53  -2.30  0.056
S  -0.37  1.58  -0.96  0.871
H  -6.32  -1.46  1.60  0.135
H  4.52  2.40  -1.49  0.144
H  -1.65  -2.24  -3.73  0.081
C  1.12  2.51  -1.03  -0.525
C  1.39  -1.98  -2.92  -0.220
C  -0.18  0.24  -3.56  -0.273
Fe  -0.27  -0.59  0.02  0.071
H  3.05  -1.84  1.06  0.028
H  0.57  6.77  -3.07  0.070
C  -5.36  -1.92  1.42  0.039
H  1.02  -2.60  2.99  0.029
H  2.74  0.21  1.62  0.036
H  2.41  0.96  3.21  0.071
H  0.64  0.97  -3.48  0.042
H  0.95  -4.24  2.34  0.082
C  -2.92  0.54  0.55  -0.141
C  1.00  3.84  -0.54  -0.099
H  3.00  -3.59  0.72  0.081
H  -0.55  -3.27  2.48  0.042
H  0.83  -4.98  0.07  0.083
C  0.31  -4.11  -0.37  -0.225
H  0.75  6.86  -1.20  0.061
C  2.12  0.15  2.53  -0.222
H  -0.77  -4.29  -0.32  0.034
H  -4.93  0.90  0.95  0.190
H  0.54  2.44  3.31  0.082
H  0.00  4.31  -0.55  0.139
H  2.32  -0.81  3.00  0.046
C  -1.57  -2.08  -2.64  -0.204
H  2.93  -2.42  -0.61  0.036

Calculated values
Energy above the lowest of the compared OMol25 structures with the same formula, charge and spin   63.5 kcal per mole
Charge   +3
LUMO energy (spin up / spin down)   -9.27 / -12.22 eV
Strongest force on any atom   3.60 eV Å⁻¹
HOMO energy (spin up / spin down)   -16.315 / -16.391 eV
Multiplicity   6
Kohn-Sham gap (spin up / spin down)   7.047 / 4.172 eV
E   -101626.3086 eV